(1)
ORCA calculation (wB97M-V/def2-TZVPD) on an isolated ion of composition C3H9N2O and charge +1.

The geometry in ORCA input format:
```
! wB97M-V def2-TZVPD RIJCOSX def2/J DEFGRID3
* xyz 1 1
C 1.51 0.22 -1.01
C 0.89 -0.22 0.30
O 1.16 0.47 1.45
C -0.92 -0.15 0.08
N -1.64 -0.11 1.20
N -1.46 0.03 -1.06
H 0.77 0.20 -1.70
H 2.30 -0.45 -1.27
H 1.81 1.24 -0.83
H 1.08 -1.39 0.33
H 1.67 -0.04 2.13
H -1.29 0.02 2.14
H -2.65 -0.01 1.32
H -0.74 0.09 -1.80
H -2.48 0.11 -1.29
*
```

Gap between HOMO and LUMO = 0.45191 Ha
Electronic energy = -8277.1328 eV
Highest occupied orbital energy = -15.38 eV
Lowest unoccupied orbital energy = -0.11317 hartree
SMILES = C[C@@H](O)C(N)=[NH2+]
Relative energy (zero: lowest compared OMol25 entry of this formula, charge and spin) = 187.3 kJ/mol

Here is what Mulliken gives for the atomic charges, in e: number 1, C, carries -1.25; number 2, C, carries 0.30; number 3, O, carries -0.54; number 4, C, carries 0.49; number 5, N, carries -0.37; number 6, N, carries -0.26; number 7, H, carries 0.36; number 8, H, carries 0.34; number 9, H, carries 0.36; number 10, H, carries 0.32; number 11, H, carries 0.38; number 12, H, carries 0.23; number 13, H, carries 0.22; number 14, H, carries 0.16; number 15, H, carries 0.26

---

(2)
ORCA calculation (wB97M-V/def2-TZVPD) on a 2-piece molecular cluster, C3H9N2O overall.

The geometry in ORCA input format:
```
! wB97M-V def2-TZVPD RIJCOSX def2/J DEFGRID3
* xyz 1 1
C 1.04 -1.39 -0.07
C -1.85 0.09 -0.58
C 2.18 0.79 0.22
N 1.01 -0.11 0.05
N -2.68 0.19 0.40
O -0.05 0.65 -0.13
H 0.09 -1.85 -0.20
H 1.94 -1.91 0.03
H -1.46 -0.87 -0.91
H -1.72 0.78 -1.35
H 1.96 1.73 0.55
H 2.93 0.34 0.85
H 2.59 0.78 -0.70
H -3.04 -0.44 1.11
H -2.93 1.23 0.73
*
```

Gap between HOMO and LUMO = 0.39207 Ha
Electronic energy = -8274.4317 eV
Highest occupied orbital energy = -14.28 eV
Lowest unoccupied orbital energy = -0.13282 hartree
Relative energy (zero: lowest compared OMol25 entry of this formula, charge and spin) = 447.9 kJ/mol

Here is what Mulliken gives for the atomic charges, in e: number 1, C, carries -0.22; number 2, C, carries -0.23; number 3, C, carries -0.98; number 4, N, carries 0.39; number 5, N, carries -0.31; number 6, O, carries -0.51; number 7, H, carries 0.23; number 8, H, carries 0.31; number 9, H, carries 0.34; number 10, H, carries 0.27; number 11, H, carries 0.36; number 12, H, carries 0.35; number 13, H, carries 0.42; number 14, H, carries 0.26; number 15, H, carries 0.31